# C4H6IO7

A structure of composition C4H6IO7 in a non-equilibrium geometry (ωB97M-V/def2-TZVPD, the Open Molecules 2025 dataset).

The geometry in XYZ format:
```
18
Properties=species:S:1:pos:R:3:forces:R:3:lowdin_charge:R:1
I 0.366692 -1.047941 -0.993113 0.1048 -0.2749 0.2475 1.1830
O -1.649620 1.961692 0.023949 0.0420 0.0433 0.2792 -0.1374
O -0.293751 -1.161007 0.899176 -0.1400 0.5412 -0.3648 -0.4914
O -2.325632 -0.189673 0.463915 0.3516 0.0276 -0.1216 -0.0080
O -1.163129 0.294555 2.342800 -0.0626 -0.7073 -1.5478 0.1408
O 4.213714 -4.035503 0.563840 -0.1622 0.3804 -0.0589 -0.0910
O 3.618124 -1.993172 1.266800 0.1005 -0.2506 -0.0594 -0.0266
O 3.162917 -2.610982 -0.848774 -0.0214 0.1715 -0.0179 -0.1514
C -1.213455 -0.256477 1.264431 -0.0285 0.2086 2.1431 -0.6993
C 3.665270 -2.958684 0.226625 0.2043 -0.5681 -0.1056 -0.8504
C -1.194915 2.780901 -1.022322 0.1520 0.1883 -0.0477 -0.0948
C -2.423194 0.905009 -0.415056 -0.4566 -0.1157 -0.1321 -0.3046
H -1.106402 3.780613 -0.632912 0.0394 0.4089 0.1611 0.0861
H -1.878635 2.804285 -1.862740 -0.3056 -0.0032 -0.2133 0.0861
H -2.132281 0.589701 -1.409947 0.3168 -0.1445 -0.3139 0.0796
H 4.052431 -2.505834 1.962356 -0.0865 0.2581 0.1141 0.0658
H -0.224009 2.465973 -1.380097 0.3370 -0.2507 -0.1207 0.0773
H -3.474129 1.176543 -0.448932 -0.3849 0.0871 0.1587 0.1363
```
Forces are in eV/Å.

The spin multiplicity is 1. Its LUMO energy is 1.705 eV. Its molar mass is 292.99 g/mol. Its total energy is -980.41881 hartree. The value obtained for the highest occupied orbital energy is -4.345 eV. The net charge is -1. The value obtained for the energy above the lowest of the compared OMol25 structures with the same formula, charge and spin is 2.7 kcal per mole.